A molecular structure, C27H16BrCeN5O4S, computed with ωB97M-V/def2-TZVPD.

Properties
- DFT total energy (eV) = -137690.37428
- HOMO energy (spin up / spin down) (Ha) = -0.53082 / -0.53086
- F_max (eV/A) = 3.3
- total charge = +2
- 2S+1 = 1

Geometry (Å):
C (-1.79, -1.50, 3.54)
C (-4.08, -2.10, 2.68)
H (0.14, -5.14, -1.66)
H (-2.81, -1.26, -0.79)
N (-2.36, -1.39, 1.22)
Ce (-0.06, -0.29, 1.14)
H (6.32, -0.37, 0.93)
C (3.18, 0.78, 1.31)
H (0.06, 6.10, -1.93)
C (0.25, -3.21, -0.75)
C (-0.29, 4.17, -1.03)
H (1.27, -0.76, 4.77)
C (4.41, -3.64, -0.51)
C (1.83, 4.89, -1.89)
H (-1.34, 4.33, -0.82)
C (-0.49, -1.09, 3.42)
C (5.14, -2.64, -0.01)
C (0.35, 3.00, -0.71)
C (4.51, -1.42, 0.41)
S (-2.15, -1.81, 5.17)
O (6.13, -5.16, -0.27)
O (-0.71, 0.83, -0.65)
C (0.79, -4.39, -1.24)
C (2.98, -3.56, -0.65)
H (5.10, 1.65, 1.73)
H (2.63, 1.64, 1.68)
H (6.21, -2.76, 0.10)
C (0.23, -1.04, 4.65)
C (4.58, 0.78, 1.35)
C (-4.93, -2.26, 1.61)
C (3.13, -1.32, 0.35)
H (-5.95, -2.60, 1.77)
C (2.35, -2.40, -0.21)
C (-3.20, -1.53, 0.18)
H (-0.82, -3.05, -0.76)
O (-0.41, 1.88, 1.28)
C (2.34, 3.66, -1.51)
N (1.00, -2.24, -0.24)
H (-5.12, -2.09, -0.54)
C (0.49, 5.15, -1.65)
C (2.15, -4.57, -1.19)
C (5.24, -0.33, 0.91)
O (4.65, -5.54, -1.80)
H (-0.29, -1.47, 6.73)
H (-4.42, -2.31, 3.69)
Br (4.16, 3.28, -1.83)
N (1.63, 2.72, -0.92)
H (2.47, 5.63, -2.36)
C (-0.56, -1.41, 5.68)
C (-0.34, 1.87, 0.00)
N (5.16, -4.87, -0.92)
C (-2.78, -1.67, 2.47)
N (2.47, -0.22, 0.82)
C (-4.48, -1.98, 0.33)
H (2.59, -5.47, -1.58)

These are the Löwdin partial charges, in e, on atoms 1 to 8:
1 C -0.510
2 C 0.009
3 H 0.131
4 H 0.125
5 N -0.010
6 Ce 1.597
7 H 0.144
8 C -0.086